(1)
Density functional theory data (ωB97M-V/def2-TZVPD) for an isolated ion of composition C7H15N2 and charge +1 in a non-equilibrium geometry.

Calculated values
**LUMO**: -3.651 eV
**Orbital gap**: 9.91 eV
**HOMO level**: -13.6 eV
**Total charge**: +1
**2S+1**: 1
**ΔE to the lowest compared entry with this formula, charge and spin**: 71.9 kcal/mol

```
24
Properties=species:S:1:pos:R:3:forces:R:3
C 3.1640 -0.8405 -0.4335 2.60 3.91 -0.70
N 1.8296 -0.5666 0.0556 -1.18 -1.10 -0.30
C 1.0113 0.4389 0.0993 -3.56 -2.99 1.67
C 1.2209 1.8893 -0.0119 -0.59 -1.51 1.13
C -0.6182 -0.1875 0.4715 3.43 -0.55 -1.89
N -0.5821 -1.6387 0.6069 0.11 1.51 0.92
C -1.5862 0.7161 1.1587 1.22 -2.38 -3.13
C -1.6822 0.4242 -0.3594 -1.33 1.81 1.67
C -2.8757 -0.3620 -0.8637 0.07 4.95 -1.87
H 3.3834 -0.3965 -1.5123 -0.71 -1.22 2.23
H 3.4359 -1.8643 -0.3107 -0.32 -0.74 -0.34
H 3.8780 -0.2917 0.2618 -0.58 -0.51 -0.94
H 1.4347 -1.5102 0.3523 -0.82 1.60 -0.30
H 1.6312 2.1053 -0.9203 0.46 1.03 -2.94
H 2.0469 2.0612 0.5814 2.10 0.44 1.73
H 0.4868 2.5719 0.3871 -0.73 -0.28 -0.51
H -1.0498 -1.9085 1.4803 0.35 -0.25 -0.74
H -0.9359 -2.1173 -0.2134 -0.16 -0.01 0.29
H -1.1321 1.5613 1.4726 0.57 2.77 1.29
H -2.1964 0.1170 1.7061 -2.01 -0.82 2.10
H -1.5148 1.3428 -0.8888 0.58 0.02 -0.57
H -2.4828 -0.7048 -1.7637 -0.12 -1.00 -2.10
H -3.8195 0.3006 -1.0773 1.92 -1.31 0.62
H -3.0470 -1.1400 -0.2785 -1.29 -3.38 2.69
```
Forces are in eV/Å.

Now the Mulliken charges, all in e: atom 1 (C): -0.8997, atom 2 (N): -0.1225, atom 3 (C): 0.3679, atom 4 (C): -1.6424, atom 5 (C): 1.2217, atom 6 (N): -0.6143, atom 7 (C): -1.1741, atom 8 (C): 0.0372, atom 9 (C): -1.7737, atom 10 (H): 0.3003, atom 11 (H): 0.3634, atom 12 (H): 0.3392, atom 13 (H): 0.4236, atom 14 (H): 0.4521, atom 15 (H): 0.5443, atom 16 (H): 0.3497, atom 17 (H): 0.2861, atom 18 (H): 0.2604, atom 19 (H): 0.2398, atom 20 (H): 0.3705, atom 21 (H): 0.4140, atom 22 (H): 0.4650, atom 23 (H): 0.3205, atom 24 (H): 0.4710

(2)
Density functional theory data (ωB97M-V/def2-TZVPD) for an isolated ion of composition C7H15N2 and charge +1 in a non-equilibrium geometry.

Calculated values
**LUMO**: -2.605 eV
**Orbital gap**: 10.71 eV
**HOMO level**: -13.3 eV
**Total charge**: +1
**2S+1**: 1
**ΔE to the lowest compared entry with this formula, charge and spin**: 58.4 kcal/mol

```
24
Properties=species:S:1:pos:R:3:forces:R:3
C 2.7820 -0.6777 0.0431 -1.22 -2.24 0.75
N 1.3867 -0.2478 0.3573 0.82 2.36 -2.59
C 1.1098 1.2332 0.3643 2.21 1.84 -2.33
C -0.1298 1.1372 -0.5066 -1.70 -0.67 -0.23
C -1.4560 1.2795 0.3131 2.46 -4.44 0.88
C -2.3214 0.0996 -0.1482 -0.85 0.12 -1.26
C -1.6306 -1.2019 0.4115 -1.32 4.01 -0.73
N -0.4812 -1.4758 -0.3796 -1.01 -4.04 -1.72
C 0.3242 -0.4977 -0.7803 0.42 5.11 1.05
H 3.2007 0.0701 -0.6002 0.28 0.14 -0.33
H 3.3292 -0.7964 0.9747 0.25 0.13 -0.15
H 2.6768 -1.6991 -0.4496 0.42 1.37 0.52
H 0.9030 -0.4729 1.1803 0.04 -1.83 1.62
H 1.9067 1.8376 -0.2037 -0.76 -1.16 1.08
H 1.0815 1.5807 1.3839 -0.40 0.39 0.18
H -0.3327 1.7896 -1.4411 1.27 -1.19 1.37
H -1.8955 2.1924 0.1806 -0.99 2.40 0.02
H -1.1647 1.0049 1.3940 -0.80 1.23 -1.17
H -3.3984 0.3041 0.1635 1.34 -0.81 -0.47
H -2.2078 0.0359 -1.2931 -0.85 0.18 1.48
H -1.5354 -0.8537 1.4101 1.31 -0.49 1.37
H -2.2681 -1.9963 0.4709 -1.48 -2.30 -0.28
H -0.7014 -2.1942 -1.1057 0.46 0.88 1.01
H 0.8224 -0.4512 -1.7391 0.10 -0.99 -0.07
```
Forces are in eV/Å.

Now the Mulliken charges, all in e: atom 1 (C): -0.8276, atom 2 (N): 0.0774, atom 3 (C): -1.0481, atom 4 (C): 0.4304, atom 5 (C): -0.9853, atom 6 (C): -0.4313, atom 7 (C): -0.9450, atom 8 (N): -0.2256, atom 9 (C): -0.6866, atom 10 (H): 0.3042, atom 11 (H): 0.3549, atom 12 (H): 0.3702, atom 13 (H): 0.4402, atom 14 (H): 0.2799, atom 15 (H): 0.3812, atom 16 (H): 0.4026, atom 17 (H): 0.4977, atom 18 (H): 0.2606, atom 19 (H): 0.3485, atom 20 (H): 0.3119, atom 21 (H): 0.2243, atom 22 (H): 0.5787, atom 23 (H): 0.3515, atom 24 (H): 0.5354

(3)
Density functional theory data (ωB97M-V/def2-TZVPD) for an isolated ion of composition C7H15N2 and charge +1 in a non-equilibrium geometry.

Calculated values
**LUMO (spin up / spin down)**: -2.548 / -7.329 eV
**Orbital gap (spin up / spin down)**: 7.02 / 8.21 eV
**HOMO level (spin up / spin down)**: -9.6 / -15.5 eV
**Total charge**: +1
**2S+1**: 3
**<S²>**: 2.01
**ΔE to the lowest compared entry with this formula, charge and spin**: 27.7 kcal/mol

```
24
Properties=species:S:1:pos:R:3:forces:R:3
C -1.6260 -1.1542 0.4107 -4.09 -6.54 3.58
C -1.6169 0.8091 -0.6052 3.21 0.05 -2.70
C -0.0517 0.1437 -0.5599 -1.90 1.32 -0.92
C 0.5787 -0.0727 -1.9681 -2.22 -1.10 -0.82
C 0.6029 1.4580 1.6004 1.21 0.56 0.58
C 0.6741 -1.9173 0.5665 0.18 -2.30 2.12
C 0.9478 1.0250 0.1978 2.43 0.71 -0.93
N -0.3489 -1.0758 0.1489 3.79 2.03 -1.86
N -2.3900 -0.1606 0.0900 -1.12 6.15 -1.37
H -2.0667 -1.9875 0.8828 0.00 -0.84 0.38
H -1.5171 1.9226 -0.4715 -0.77 -1.13 1.02
H -1.9431 0.7415 -1.6681 0.25 0.07 0.23
H 1.5904 -0.3291 -1.8826 1.44 -0.73 0.28
H 0.5822 0.8148 -2.5391 -0.09 1.54 -0.16
H 0.0628 -0.7507 -2.7137 0.32 0.15 1.43
H 0.5562 0.6444 2.3295 0.75 -0.14 -0.07
H -0.4063 1.7424 1.6133 -1.44 1.29 0.10
H 1.3058 2.3009 1.9595 -1.31 -1.45 -0.48
H 1.4247 -1.2694 0.9278 1.22 0.46 0.63
H 0.4782 -2.7185 1.3755 -0.49 1.62 -1.22
H 1.1188 -2.4691 -0.2281 0.26 -0.43 -1.14
H 1.9455 0.4225 0.2735 -1.52 1.27 -0.62
H 1.1299 1.9503 -0.5180 -0.19 -1.85 1.58
H -3.3874 -0.0102 0.1524 0.07 -0.71 0.36
```
Forces are in eV/Å.

Now the Mulliken charges, all in e: atom 1 (C): -0.5394, atom 2 (C): -0.7911, atom 3 (C): 1.0725, atom 4 (C): -1.8087, atom 5 (C): -1.2724, atom 6 (C): -0.8198, atom 7 (C): -0.8797, atom 8 (N): 0.2018, atom 9 (N): 0.0044, atom 10 (H): 0.5188, atom 11 (H): 0.3845, atom 12 (H): 0.4082, atom 13 (H): 0.4675, atom 14 (H): 0.5092, atom 15 (H): 0.3772, atom 16 (H): 0.3259, atom 17 (H): 0.3634, atom 18 (H): 0.3523, atom 19 (H): 0.3752, atom 20 (H): 0.3115, atom 21 (H): 0.3578, atom 22 (H): 0.4022, atom 23 (H): 0.4267, atom 24 (H): 0.2517

(4)
Density functional theory data (ωB97M-V/def2-TZVPD) for a 2-piece molecular cluster, C7H15N2O overall in a non-equilibrium geometry.

Calculated values
**LUMO**: -3.350 eV
**Orbital gap**: 9.38 eV
**HOMO level**: -12.7 eV
**Total charge**: +1
**2S+1**: 1
**ΔE to the lowest compared entry with this formula, charge and spin**: 52.2 kcal/mol

```
25
Properties=species:S:1:pos:R:3:forces:R:3
C -3.2487 -2.7420 -0.6704 2.53 0.56 0.85
C -2.3881 -2.1830 0.2057 -0.28 -0.58 -0.99
C -0.4733 0.3095 -0.2796 -2.65 4.95 -1.17
C -1.8651 1.1036 -0.3698 -0.89 -5.22 -0.88
C -0.8775 -2.0112 -0.1247 -1.37 -0.60 1.62
C -0.2268 -0.7898 0.5732 -0.89 -0.56 0.78
C 3.5285 1.5662 0.8576 0.79 -0.12 -0.04
N 0.4365 0.9425 -0.9306 0.44 1.01 -1.00
N 4.7340 2.1416 0.7705 -0.49 -0.11 0.30
O 2.9371 0.9313 -0.0126 0.46 0.30 0.40
H -4.1827 -3.0669 -0.3581 -1.74 -0.27 0.50
H -2.9261 -3.0950 -1.6362 0.06 0.32 -0.35
H -2.7248 -2.0672 1.2688 0.54 0.23 -1.04
H -2.4952 0.8330 0.4992 0.12 0.05 -0.82
H -1.7452 2.0921 -0.3979 1.30 4.10 0.61
H -2.4367 1.0323 -1.3823 0.89 -1.01 1.73
H -0.4729 -2.8124 0.4624 0.59 -0.85 -0.07
H -0.6076 -2.1822 -1.1831 -0.23 0.42 0.55
H -0.6260 -0.5771 1.6026 -0.14 -0.42 -1.04
H 0.8182 -0.8563 0.7116 1.32 -0.60 -0.05
H 3.2195 1.7160 1.8886 -1.15 -0.18 0.22
H 5.0394 2.6141 1.6164 0.33 -0.19 -0.60
H 5.3476 1.9782 -0.0029 0.25 0.19 -0.30
H 0.0756 1.8278 -1.4590 1.58 -2.29 1.08
H 1.4805 0.6925 -0.7920 -1.38 0.85 -0.30
```
Forces are in eV/Å.

Now the Mulliken charges, all in e: atom 1 (C): -0.8696, atom 2 (C): -0.1179, atom 3 (C): 0.7326, atom 4 (C): -1.5786, atom 5 (C): -0.5544, atom 6 (C): -0.6679, atom 7 (C): 0.2213, atom 8 (N): -0.2807, atom 9 (N): -0.3269, atom 10 (O): -0.7222, atom 11 (H): 0.3226, atom 12 (H): 0.2591, atom 13 (H): 0.2815, atom 14 (H): 0.3479, atom 15 (H): 0.6526, atom 16 (H): 0.3449, atom 17 (H): 0.3204, atom 18 (H): 0.4193, atom 19 (H): 0.3699, atom 20 (H): 0.3924, atom 21 (H): 0.2592, atom 22 (H): 0.2496, atom 23 (H): 0.2426, atom 24 (H): 0.2745, atom 25 (H): 0.4279

(5)
Density functional theory data (ωB97M-V/def2-TZVPD) for an isolated ion of composition C7H15N2S and charge +1 in a non-equilibrium geometry.

Calculated values
**LUMO**: -3.292 eV
**Orbital gap**: 9.26 eV
**HOMO level**: -12.6 eV
**Total charge**: +1
**2S+1**: 1
**ΔE to the lowest compared entry with this formula, charge and spin**: 54.7 kcal/mol

```
25
Properties=species:S:1:pos:R:3:forces:R:3
C -0.4592 -2.0964 -0.4171 -0.16 3.41 -2.20
C -0.4080 -3.0062 1.7934 1.39 1.62 -0.20
C 0.0202 0.5718 -0.0845 0.03 -1.16 0.86
C 1.2592 0.2956 0.7154 2.75 4.90 -1.30
C 0.8687 2.5998 -1.0939 2.71 1.30 1.05
C -1.4973 2.0674 -1.5691 3.98 0.75 -2.34
C -0.1928 1.6036 -0.8613 -1.92 2.10 -0.99
N -0.2742 -3.0826 0.3455 1.06 -3.85 -0.12
N -0.0496 -1.9961 -1.6718 -0.20 2.75 -3.33
S -1.2573 -0.6410 0.2188 -0.54 0.28 0.36
H 0.3900 -2.2065 2.0546 -1.79 -1.35 0.47
H -1.4452 -2.7492 2.0317 0.56 -0.10 0.45
H 1.1299 -0.6114 1.1550 0.74 -2.61 1.11
H 1.5464 1.0687 1.5224 -1.40 -0.98 -0.68
H 2.2255 0.5585 0.1061 -1.63 -1.70 0.63
H 0.4478 3.6335 -1.2212 0.56 -1.09 -0.09
H 1.4996 2.3138 -1.9897 -0.73 0.46 0.80
H 1.6262 2.6758 -0.1990 -1.42 -0.15 -1.68
H -1.3096 1.7819 -2.6586 -0.72 0.25 1.14
H -1.5103 3.1840 -1.6099 -0.08 -0.97 0.32
H -2.3827 1.7150 -1.2186 -2.45 -1.29 0.96
H -0.0782 -3.9616 2.1357 -0.13 -0.50 0.71
H 0.2132 -3.9314 -0.0519 -0.87 1.29 0.63
H 0.2268 -2.7159 -2.3295 0.19 -0.49 0.81
H -0.1832 -1.0476 -2.2758 0.05 -2.88 2.62
```
Forces are in eV/Å.

Now the Mulliken charges, all in e: atom 1 (C): 0.7222, atom 2 (C): -0.7842, atom 3 (C): 0.0967, atom 4 (C): -0.9470, atom 5 (C): -1.3892, atom 6 (C): -1.4328, atom 7 (C): 1.2348, atom 8 (N): -0.2274, atom 9 (N): -0.4238, atom 10 (S): -0.1170, atom 11 (H): 0.2906, atom 12 (H): 0.2933, atom 13 (H): -0.2509, atom 14 (H): 0.3447, atom 15 (H): 0.3161, atom 16 (H): 0.4036, atom 17 (H): 0.2926, atom 18 (H): 0.2954, atom 19 (H): 0.3113, atom 20 (H): 0.3503, atom 21 (H): 0.5012, atom 22 (H): 0.3459, atom 23 (H): 0.3027, atom 24 (H): 0.2443, atom 25 (H): 0.2267

(6)
Density functional theory data (ωB97M-V/def2-TZVPD) for C7H15N2TeW as an isolated structure in a non-equilibrium geometry.

Calculated values
**LUMO (spin up / spin down)**: -3.916 / -3.933 eV
**Orbital gap (spin up / spin down)**: 6.76 / 6.33 eV
**HOMO level (spin up / spin down)**: -10.7 / -10.3 eV
**Total charge**: +1
**2S+1**: 3
**<S²>**: 2.02
**ΔE to the lowest compared entry with this formula, charge and spin**: 0.0 kcal/mol

```
26
Properties=species:S:1:pos:R:3:forces:R:3
C 2.6811 1.8488 0.5306 -0.34 0.76 0.19
W -1.7891 -0.3632 0.1770 -0.29 1.21 0.44
N -2.2964 -2.3332 -0.4216 -0.11 -0.98 -0.36
N -0.5521 0.2942 -1.4349 0.34 0.34 -1.33
H -3.2353 -2.3911 -0.8239 -0.11 0.02 -0.05
H 3.0541 0.8840 0.2659 0.29 -0.71 -0.18
H 3.2888 2.2486 1.3558 -0.28 -0.04 -0.37
H 1.6411 1.7472 0.8742 0.30 0.13 -0.06
H 2.7354 2.5080 -0.3475 0.01 -0.11 0.36
H -1.0863 0.6611 -2.2318 0.18 0.03 0.15
H 0.0294 -0.4577 -1.8240 -0.01 0.19 0.22
H 0.1142 1.0393 -1.1773 -0.32 -0.32 0.06
H -1.6698 -2.7218 -1.1341 -0.10 -0.03 0.25
H -2.2994 -3.0057 0.3488 0.06 0.12 -0.11
Te -0.2558 -0.5421 2.1333 0.95 -0.13 1.74
C 0.3568 1.1145 3.4757 -0.32 -0.23 -0.14
C -0.4885 2.1637 3.8606 0.59 0.07 -0.01
C 0.0409 3.1910 4.6679 0.08 -0.41 -0.19
C 1.3773 3.1303 5.0964 -0.10 -0.23 -0.31
C 2.1877 2.0308 4.7674 -0.49 -0.10 -0.21
C 1.6672 0.9990 3.9688 -0.36 0.43 -0.16
H -1.5260 2.1703 3.5153 0.38 0.19 0.19
H -0.5915 4.0405 4.9467 0.28 -0.36 -0.08
H 1.8005 3.9553 5.6714 -0.18 -0.28 -0.08
H 3.2241 1.9760 5.1099 -0.40 0.04 -0.05
H 2.2628 0.1221 3.7011 -0.04 0.38 0.11
```
Forces are in eV/Å.

Now the Mulliken charges, all in e: atom 1 (C): -0.9176, atom 2 (W): 0.5245, atom 3 (N): -0.7632, atom 4 (N): -0.7456, atom 5 (H): 0.3520, atom 6 (H): 0.3047, atom 7 (H): 0.2684, atom 8 (H): 0.0299, atom 9 (H): 0.3352, atom 10 (H): 0.3781, atom 11 (H): 0.3463, atom 12 (H): 0.2748, atom 13 (H): 0.3289, atom 14 (H): 0.3281, atom 15 (Te): 0.0585, atom 16 (C): 0.1690, atom 17 (C): -0.3819, atom 18 (C): -0.3747, atom 19 (C): -0.4327, atom 20 (C): -0.4643, atom 21 (C): -0.3739, atom 22 (H): 0.3197, atom 23 (H): 0.3555, atom 24 (H): 0.3757, atom 25 (H): 0.3695, atom 26 (H): 0.3350